No. 1
Entry from OMol25: C53H136N2O27Sr as an isolated structure at a distorted geometry (wB97M-V/def2-TZVPD).

Structure (XYZ):
```
219
C53H136N2O27Sr | OMol25 | wB97M-V/def2-TZVPD
Sr -2.39 3.04 -4.50
C 3.32 7.40 -6.88
C 2.12 7.55 -5.98
C 2.07 8.98 -5.34
C 1.49 10.06 -6.21
C 0.13 9.69 -6.84
C 0.15 8.34 -7.51
N 0.77 7.32 -6.57
O 0.44 5.89 -6.88
C 0.93 8.47 -8.84
C -1.32 8.00 -7.85
C 2.42 6.61 -4.76
H 4.23 7.28 -6.29
H 3.39 8.30 -7.48
H 3.25 6.53 -7.54
H 3.06 9.22 -4.96
H 1.43 8.92 -4.46
H 2.21 10.44 -6.93
H 1.33 10.96 -5.61
H -0.13 10.53 -7.49
H -0.58 9.70 -6.01
H 0.34 9.13 -9.47
H 0.91 7.51 -9.35
H 1.93 8.91 -8.76
H -1.70 8.72 -8.58
H -1.95 8.10 -6.96
H -1.46 7.00 -8.23
H 2.74 5.60 -5.02
H 1.56 6.55 -4.09
H 3.29 6.98 -4.22
C -1.72 -2.07 -0.28
C -0.61 -1.22 0.50
C -0.01 -2.18 1.60
C 1.32 -1.69 2.22
C 2.32 -1.34 1.16
C 1.82 -0.33 0.09
N 0.46 -0.77 -0.43
O -0.03 -0.02 -1.50
C 2.96 -0.31 -0.99
C 1.90 1.09 0.79
C -1.33 -0.02 1.28
H -2.02 -1.62 -1.23
H -2.69 -2.22 0.19
H -1.39 -3.08 -0.52
H 0.06 -3.22 1.28
H -0.65 -2.23 2.48
H 1.68 -2.39 2.97
H 1.14 -0.72 2.67
H 2.79 -2.21 0.72
H 3.08 -0.89 1.80
H 3.87 0.13 -0.60
H 2.73 0.37 -1.81
H 3.24 -1.27 -1.42
H 1.58 1.79 0.02
H 2.91 1.40 1.07
H 1.28 1.19 1.68
H -2.22 -0.23 1.87
H -1.58 0.79 0.59
H -0.72 0.47 2.03
C -0.26 -7.79 4.42
C -0.90 -8.47 5.59
C -2.25 -7.82 5.89
O -1.28 -9.81 5.43
H 0.18 -6.86 4.77
H -0.94 -7.68 3.57
H 0.59 -8.40 4.13
H -0.25 -8.44 6.47
H -3.00 -7.87 5.10
H -2.10 -6.75 6.02
H -2.83 -8.17 6.74
H -1.77 -10.00 6.23
C -5.30 -3.51 9.19
C -5.88 -2.39 8.38
C -5.72 -2.59 6.87
O -7.27 -2.38 8.52
H -5.57 -3.43 10.25
H -4.22 -3.53 9.09
H -5.71 -4.45 8.82
H -5.39 -1.45 8.66
H -6.15 -1.76 6.31
H -6.09 -3.58 6.61
H -4.66 -2.58 6.61
H -7.58 -1.84 7.80
C -7.06 -7.82 1.74
C -8.19 -7.45 2.74
C -8.93 -6.23 2.33
O -9.07 -8.57 2.70
H -7.48 -8.08 0.77
H -6.57 -8.76 2.03
H -6.32 -7.04 1.55
H -7.85 -7.37 3.78
H -9.49 -5.77 3.14
H -9.60 -6.46 1.50
H -8.31 -5.44 1.92
H -9.40 -8.59 1.80
C 7.19 -5.86 -3.16
C 7.79 -5.58 -4.59
C 8.25 -4.09 -4.72
O 8.93 -6.42 -4.85
H 6.42 -5.17 -2.83
H 7.96 -6.14 -2.44
H 6.57 -6.75 -3.11
H 7.00 -5.74 -5.32
H 8.68 -3.97 -5.72
H 9.01 -3.80 -4.00
H 7.50 -3.30 -4.68
H 9.28 -6.13 -5.70
C 0.03 -0.57 8.74
C -0.19 -0.32 10.23
C 1.14 -0.45 11.05
O -0.70 0.97 10.36
H 0.52 -1.51 8.51
H 0.78 0.13 8.39
H -0.82 -0.67 8.06
H -0.89 -1.07 10.61
H 1.19 0.06 12.01
H 1.93 0.06 10.50
H 1.55 -1.43 11.30
H 0.06 1.46 10.69
C 2.24 -3.24 -6.00
C 2.03 -3.87 -7.37
O 0.74 -3.45 -7.78
O 1.30 -3.75 -5.04
H 2.16 -2.15 -6.08
H 3.24 -3.43 -5.63
H 1.95 -4.96 -7.39
H 2.73 -3.51 -8.12
H 0.57 -3.79 -8.66
H 1.15 -3.07 -4.38
C 5.73 -6.73 4.02
C 7.23 -6.25 3.75
O 7.95 -6.13 4.94
O 5.77 -8.15 4.09
H 5.15 -6.44 3.15
H 5.33 -6.25 4.92
H 7.20 -5.29 3.24
H 7.76 -6.89 3.04
H 8.22 -7.04 5.09
H 5.32 -8.58 3.36
C -3.70 3.17 5.91
C -4.01 4.49 5.25
O -2.99 5.42 5.62
O -4.09 3.15 7.31
H -2.64 2.94 5.99
H -4.18 2.34 5.41
H -4.90 4.99 5.61
H -4.03 4.40 4.16
H -2.96 5.55 6.57
H -3.35 2.76 7.77
C 3.70 7.19 2.62
C 2.52 6.98 3.59
O 1.47 6.18 2.98
O 4.69 7.99 3.24
H 3.45 7.67 1.67
H 4.14 6.23 2.38
H 2.20 7.91 4.04
H 2.87 6.34 4.39
H 0.70 6.34 3.53
H 5.45 8.01 2.65
C 8.33 3.41 -4.56
C 8.71 4.44 -3.49
O 10.01 4.11 -2.95
O 9.30 3.41 -5.55
H 7.35 3.62 -4.98
H 8.21 2.43 -4.11
H 7.90 4.54 -2.76
H 8.85 5.38 -4.02
H 10.50 4.94 -2.93
H 9.95 2.76 -5.26
C -3.22 7.27 -2.29
C -2.62 6.60 -1.05
O -2.08 5.29 -1.33
O -4.02 6.36 -3.04
H -2.35 7.59 -2.87
H -3.74 8.19 -2.04
H -3.45 6.35 -0.39
H -1.94 7.27 -0.53
H -1.61 4.95 -0.56
H -4.79 6.82 -3.39
C 8.67 3.58 2.29
C 8.16 3.33 3.69
O 7.90 1.92 3.87
O 9.82 2.82 1.90
H 8.85 4.64 2.11
H 7.89 3.29 1.59
H 7.27 3.91 3.89
H 8.97 3.60 4.36
H 8.60 1.41 3.45
H 10.00 3.08 1.00
C -2.91 -7.23 -4.22
C -3.16 -6.46 -5.55
O -3.04 -5.08 -5.34
O -1.55 -7.14 -3.73
H -3.17 -8.28 -4.36
H -3.61 -6.95 -3.43
H -4.08 -6.69 -6.10
H -2.38 -6.84 -6.20
H -2.11 -4.85 -5.32
H -1.22 -6.24 -3.79
C -9.55 -3.53 -3.14
C -8.19 -4.13 -3.60
O -7.64 -3.14 -4.47
O -9.38 -2.58 -2.11
H -10.26 -4.31 -2.85
H -10.07 -2.98 -3.91
H -8.41 -5.04 -4.15
H -7.63 -4.35 -2.69
H -6.80 -3.44 -4.82
H -9.41 -1.69 -2.46
C -7.19 2.32 -2.11
C -8.50 2.82 -2.76
O -9.23 1.72 -3.24
O -6.39 1.70 -3.12
H -7.46 1.59 -1.36
H -6.63 3.08 -1.56
H -8.24 3.36 -3.67
H -9.10 3.48 -2.13
H -10.02 2.06 -3.67
H -6.93 0.96 -3.41
```

LUMO energy in eV: -2.6
Maximum force in eV Å⁻¹: 3.84

=====

No. 2
Entry from OMol25: C20H39N4O5Ti as an isolated structure at a distorted geometry (wB97M-V/def2-TZVPD).

Structure (XYZ):
```
69
C20H39N4O5Ti | OMol25 | wB97M-V/def2-TZVPD
Ti 1.01 -0.56 0.24
C -1.30 -0.94 -3.54
C -0.60 -1.90 -2.57
C -1.71 -2.60 -1.68
C -2.43 -1.90 -0.43
C -3.13 -3.03 0.32
C -3.48 -0.87 -0.84
N -1.32 -1.23 0.39
C -1.17 -1.53 1.99
C -0.48 -0.33 2.80
N 0.58 0.59 2.18
C 1.98 0.27 2.86
C 2.37 -1.26 2.59
O 2.97 -1.91 3.43
O 1.65 -1.64 1.65
C 0.18 2.00 2.46
C -1.30 2.29 2.14
C 1.05 3.05 1.74
C 1.18 2.96 0.20
C 2.41 3.78 -0.19
C -0.04 3.51 -0.54
N 1.37 1.52 -0.07
C 1.80 1.13 -1.48
C 0.91 0.03 -2.24
N 0.62 -1.39 -1.81
C 1.75 -2.29 -2.07
C 3.09 -1.84 -1.47
O 4.11 -2.29 -1.98
O 3.01 -0.98 -0.53
H -2.10 -1.48 -4.04
H -0.62 -0.58 -4.32
H -1.74 -0.06 -3.07
H -0.23 -2.70 -3.21
H -1.24 -3.51 -1.30
H -2.52 -2.92 -2.34
H -3.76 -3.59 -0.38
H -3.79 -2.65 1.11
H -2.41 -3.73 0.75
H -4.19 -1.30 -1.55
H -3.03 0.02 -1.29
H -4.04 -0.54 0.04
H -0.58 -2.07 -0.24
H -1.76 -0.26 0.30
H -0.72 -2.49 2.19
H -2.21 -1.62 2.34
H -0.11 -0.75 3.75
H -1.36 0.22 3.09
H 1.92 0.40 3.95
H 2.80 0.89 2.48
H 0.30 2.17 3.54
H -1.66 1.74 1.27
H -1.45 3.35 1.95
H -1.96 2.04 2.98
H 2.06 3.01 2.18
H 0.67 4.03 2.00
H 2.31 4.80 0.18
H 2.55 3.82 -1.27
H 3.32 3.35 0.26
H -0.32 4.48 -0.14
H -0.90 2.85 -0.47
H 0.17 3.64 -1.60
H 2.11 1.31 0.65
H 2.87 0.95 -1.51
H 1.67 1.99 -2.14
H 1.26 0.02 -3.28
H -0.06 0.52 -2.24
H 1.90 -2.42 -3.14
H 1.52 -3.26 -1.62
O 0.25 -2.33 0.60
```

LUMO energy (alpha / beta) in eV: 2.5 / 2.3
Charge: -1
Relative energy (zero: lowest compared OMol25 entry of this formula, charge and spin) in kcal per mole: 166.3
Maximum force in eV Å⁻¹: 9.59
Spin multiplicity: 3

=====

No. 3
Entry from OMol25: C16H8Cl2F6MnN2O10S3 as an isolated structure at a distorted geometry (wB97M-V/def2-TZVPD).

Structure (XYZ):
```
48
C16H8Cl2F6MnN2O10S3 | OMol25 | wB97M-V/def2-TZVPD
Mn -0.46 -0.58 -0.47
Cl -1.91 0.98 -2.25
C -2.14 -0.08 -3.61
C -3.22 0.11 -4.45
C -3.45 -0.78 -5.49
C -2.60 -1.85 -5.68
C -1.51 -2.01 -4.85
Cl -0.45 -3.33 -5.11
C -1.24 -1.15 -3.77
S 0.14 -1.41 -2.75
H -3.88 0.95 -4.28
H -4.31 -0.64 -6.13
H -2.77 -2.57 -6.47
F 0.92 -0.05 3.22
C 0.95 -1.18 2.51
F -0.26 -1.31 1.93
F 1.09 -2.17 3.39
S 2.33 -1.20 1.19
O 1.60 -1.44 -0.03
O 3.03 0.02 1.36
N 3.20 -2.43 1.62
S 2.58 -3.79 1.11
O 1.15 -3.82 1.14
O 3.27 -4.91 1.67
C 3.09 -3.81 -0.72
F 3.87 -2.77 -1.02
F 3.82 -4.91 -1.01
F 2.06 -3.83 -1.55
O -1.37 1.07 0.89
C -0.22 1.59 0.87
O 0.63 1.19 0.01
C 0.15 2.66 1.82
C -0.84 3.52 2.31
C -0.52 4.54 3.17
C 0.81 4.70 3.60
C 1.80 3.81 3.14
C 1.47 2.82 2.25
N 1.14 5.72 4.48
O 2.32 5.84 4.87
O 0.24 6.51 4.86
H -1.86 3.38 1.98
H -1.26 5.24 3.53
H 2.81 3.94 3.49
H 2.23 2.14 1.89
O -3.72 -1.87 -1.70
C -3.12 -2.17 -0.69
O -1.97 -1.80 -0.30
H -3.61 -2.88 0.05
```

LUMO energy (alpha / beta) in eV: 2.7 / 2.7
Charge: -2
Maximum force in eV Å⁻¹: 3.52
Spin multiplicity: 2